{"formula": "C33H60MnN5O3Si4", "method": "ωB97M-V/def2-TZVPD", "elements": ["C", "H", "N", "C", "H", "H", "C", "H", "C", "H", "Si", "Si", "H", "H", "C", "H", "H", "N", "H", "H", "H", "H", "H", "H", "H", "C", "H", "C", "C", "H", "C", "H", "C", "Si", "H", "H", "H", "H", "H", "Si", "H", "C", "H", "C", "C", "H", "H", "H", "C", "H", "H", "Mn", "C", "H", "H", "N", "H", "H", "H", "H", "H", "H", "H", "C", "O", "H", "C", "H", "H", "C", "C", "C", "C", "H", "H", "C", "H", "C", "H", "C", "H", "H", "C", "C", "H", "N", "H", "C", "H", "H", "O", "C", "C", "H", "C", "H", "C", "H", "C", "C", "H", "H", "H", "H", "N", "O"], "positions_angstrom": [[1.763, 3.506, 2.168], [-3.817, 2.573, -4.170], [-1.009, -0.462, 1.637], [-4.117, -4.998, 1.067], [0.720, 4.283, -0.736], [-3.123, -3.510, 2.267], [1.071, 3.412, 3.358], [-0.363, 2.254, 4.470], [-1.406, -0.513, -3.699], [-1.167, -0.015, 4.762], [-2.449, 0.864, -2.914], [0.048, 2.416, -2.350], [3.895, -3.694, -0.091], [1.214, 4.146, 4.141], [0.825, 4.047, -1.792], [0.630, -4.834, -2.229], [-0.282, -3.345, -2.551], [0.673, 1.545, 1.365], [-2.463, -0.677, 3.743], [-2.327, 2.206, -5.046], [-4.523, -5.534, 1.917], [-4.831, 0.844, -2.204], [3.841, -0.145, 5.499], [-3.351, 4.731, -2.168], [2.462, 4.307, 1.974], [4.708, -1.964, 2.848], [2.413, -4.379, 0.594], [4.045, 0.805, 2.510], [1.534, 2.536, 1.202], [-1.151, 3.609, 1.316], [-3.336, -3.870, 1.270], [0.335, 1.540, -4.716], [-4.381, -5.439, -0.223], [1.842, -2.869, -1.333], [-4.992, -6.321, -0.381], [3.044, -4.990, -0.936], [2.785, -2.175, 1.786], [3.486, -1.848, 5.210], [-2.375, 1.067, 4.058], [-2.584, 2.922, -0.632], [-4.507, 1.464, 0.145], [-1.787, 0.163, 3.879], [3.748, -2.069, -2.759], [0.187, 2.359, 3.545], [-4.029, 0.098, -2.217], [-4.453, 4.598, -0.783], [-2.077, -1.310, -4.040], [5.656, -2.090, 2.320], [-3.128, 1.768, -4.445], [-3.920, -0.299, -1.208], [6.143, 0.189, 2.768], [0.188, -0.066, -0.150], [0.008, 1.437, 2.521], [2.214, -1.979, -3.632], [-4.057, -5.096, -2.318], [4.921, -1.011, 3.947], [1.992, 0.404, 4.148], [-3.006, 1.040, 0.963], [-0.879, -0.144, -4.584], [4.447, -2.931, 3.286], [3.025, -3.539, -3.427], [1.893, 4.040, -2.039], [5.464, 0.990, 4.185], [2.506, -0.489, 3.782], [-1.377, -1.484, -0.640], [0.369, 4.864, -2.361], [-3.598, 1.880, 0.585], [3.084, 1.842, -2.059], [2.828, 0.083, -1.854], [3.589, -1.452, 1.901], [-2.810, -3.180, 0.182], [-1.548, 1.947, -1.747], [0.366, 2.509, -4.212], [-0.678, -0.961, -3.022], [4.362, 1.046, 1.492], [2.800, -2.586, -2.936], [1.766, -1.290, 3.705], [-0.948, 0.307, 2.652], [-3.675, 1.065, -5.086], [2.904, -4.083, -0.339], [2.419, 0.876, -3.393], [2.057, 2.548, 0.255], [-3.858, 4.025, -1.502], [0.325, -3.869, -1.809], [-1.032, 4.835, 0.046], [3.011, -0.223, 2.436], [-3.896, 2.499, 1.439], [-3.857, -4.754, -1.310], [1.342, 2.961, -4.416], [-4.357, -0.716, -2.871], [1.126, 1.188, -1.797], [-1.946, -1.967, 0.362], [5.238, 0.298, 3.369], [-0.316, -4.065, -0.945], [-1.708, 4.134, 0.535], [-2.639, -3.084, -1.937], [2.435, 0.991, -2.306], [-2.488, 4.723, 1.030], [3.680, -0.892, 4.717], [-3.070, -3.629, -1.107], [3.602, 1.707, 2.941], [3.957, -1.242, 0.896], [-4.548, 3.437, -2.115], [-0.396, 3.146, -4.670], [-1.870, -1.505, 1.618], [1.522, -1.482, -0.601]], "forces_ev_per_angstrom": [[0.066, 0.021, -0.203], [0.042, -0.035, 0.006], [-0.147, -0.203, -0.039], [0.018, 0.034, -0.007], [0.020, -0.046, 0.028], [0.004, 0.003, -0.006], [-0.152, -0.062, 0.185], [-0.001, 0.013, -0.002], [-0.004, -0.071, -0.005], [-0.002, 0.002, 0.000], [-0.082, -0.016, -0.122], [0.247, 0.011, 0.100], [0.004, 0.038, 0.006], [-0.002, 0.007, -0.006], [0.034, 0.058, -0.022], [-0.022, 0.019, -0.019], [0.025, -0.006, 0.037], [0.088, 0.018, -0.021], [0.006, 0.003, 0.010], [-0.056, -0.030, 0.012], [0.001, 0.000, -0.005], [0.036, -0.029, 0.039], [-0.001, -0.003, 0.002], [-0.033, -0.008, 0.011], [0.001, 0.000, 0.014], [-0.007, 0.017, 0.010], [0.014, 0.021, -0.014], [0.040, -0.043, 0.059], [0.003, 0.011, 0.001], [0.023, 0.028, -0.035], [-0.058, -0.034, 0.014], [-0.015, 0.067, 0.030], [-0.003, -0.032, -0.006], [-0.089, 0.073, -0.098], [0.000, 0.008, 0.001], [0.006, 0.025, 0.027], [-0.018, -0.056, -0.042], [0.010, -0.002, -0.007], [0.004, 0.003, -0.018], [-0.086, 0.033, 0.194], [0.042, 0.036, -0.004], [-0.033, -0.039, 0.046], [-0.014, -0.014, 0.003], [0.092, 0.183, 0.032], [-0.037, -0.040, 0.053], [0.022, -0.027, -0.005], [0.022, 0.005, 0.018], [0.000, -0.002, 0.000], [-0.008, 0.062, -0.076], [0.049, -0.069, 0.006], [0.006, -0.001, 0.003], [0.135, -0.123, -1.004], [-0.323, -0.192, 0.152], [0.012, -0.013, 0.018], [0.001, -0.002, 0.010], [-0.009, 0.018, -0.023], [0.044, -0.031, -0.005], [-0.070, 0.054, -0.017], [-0.023, -0.039, 0.053], [0.000, 0.008, 0.009], [-0.002, 0.036, -0.006], [-0.022, 0.016, -0.011], [-0.001, -0.005, 0.008], [0.023, -0.037, -0.002], [-0.179, 0.083, -0.160], [0.017, -0.004, 0.029], [-0.001, -0.054, 0.054], [-0.004, -0.008, -0.007], [0.036, -0.023, 0.009], [-0.023, -0.028, -0.056], [0.050, 0.125, 0.010], [0.021, -0.156, -0.007], [0.000, -0.060, -0.086], [-0.017, 0.023, 0.037], [-0.004, 0.012, -0.005], [0.046, 0.003, -0.066], [-0.020, 0.020, 0.001], [0.237, 0.456, 0.327], [0.016, 0.016, 0.018], [-0.014, 0.026, 0.094], [0.000, -0.015, 0.007], [0.004, 0.042, -0.051], [-0.044, 0.014, -0.112], [-0.047, -0.067, -0.004], [-0.063, 0.007, -0.013], [-0.014, 0.133, 0.167], [-0.010, -0.013, -0.013], [0.015, 0.034, 0.010], [-0.015, -0.020, 0.022], [0.004, 0.006, -0.004], [0.014, 0.143, 0.065], [-0.200, -0.301, 0.228], [-0.019, -0.030, -0.026], [0.069, -0.003, -0.046], [0.044, 0.036, 0.038], [-0.027, 0.012, 0.009], [-0.086, 0.070, 0.057], [0.015, -0.034, 0.025], [0.004, -0.014, -0.025], [-0.060, -0.015, -0.067], [0.035, -0.055, -0.009], [0.018, -0.012, -0.008], [0.025, 0.023, 0.025], [0.071, 0.006, 0.007], [0.049, 0.048, -0.066], [0.239, -0.053, 0.233]], "e_homo_ev": [-4.199, -4.337], "e_above_lowest_kj_mol": 0.0, "total_charge": -1, "spin_multiplicity": 6, "lumo_energy_ha": [0.0814, 0.0780]}

***

{"formula": "C13H19Cl2N4O2Pb", "method": "ωB97M-V/def2-TZVPD", "elements": ["Pb", "N", "H", "N", "H", "O", "H", "C", "Cl", "C", "H", "C", "Cl", "H", "C", "H", "H", "C", "H", "H", "C", "N", "H", "H", "H", "C", "C", "H", "H", "C", "C", "C", "H", "C", "O", "H", "C", "H", "N", "H", "H"], "positions_angstrom": [[0.039, -0.826, -0.818], [-1.973, -0.681, 0.715], [1.310, 2.685, 4.168], [-1.274, 1.432, -1.212], [3.119, 0.608, -0.024], [1.249, -1.918, 0.819], [1.155, -5.208, 1.092], [1.515, 1.452, 1.043], [1.084, -4.388, -1.105], [-1.511, -0.374, 2.078], [2.734, 2.837, 2.131], [0.936, 2.245, -2.018], [3.264, -4.217, 0.845], [-1.694, 1.248, -2.119], [1.061, 2.115, 3.283], [2.952, 2.352, -0.269], [0.733, 1.987, -3.060], [-0.374, 2.592, -1.317], [-0.169, 2.944, -0.306], [1.568, 3.139, -2.019], [0.805, -3.060, 1.218], [0.427, 0.676, 1.034], [-1.897, 2.060, 0.671], [-2.328, 0.008, 2.696], [-1.150, -1.313, 2.509], [-0.052, 1.296, 3.270], [-2.342, 1.604, -0.214], [-3.766, 0.450, 0.892], [-3.418, -0.194, -0.713], [-2.966, 0.267, 0.168], [-0.347, 0.584, 2.117], [2.398, 1.415, -0.183], [-2.385, -1.609, 0.739], [1.858, 2.202, 2.151], [-0.176, -3.256, 1.920], [-0.842, 3.420, -1.856], [1.516, -4.297, 0.635], [-0.686, 1.198, 4.142], [1.654, 1.103, -1.411], [-3.127, 2.278, -0.565], [2.321, 0.761, -2.094]], "forces_ev_per_angstrom": [[0.036, -0.389, 0.096], [-0.066, 0.120, 0.132], [-0.006, -0.014, -0.014], [-0.060, 0.085, -0.089], [0.052, 0.043, -0.035], [-0.061, -0.100, -0.056], [-0.055, -0.022, 0.068], [-0.097, -0.018, 0.004], [-0.012, 0.064, 0.114], [0.091, -0.018, -0.073], [-0.018, -0.030, -0.002], [-0.085, -0.062, 0.080], [-0.005, 0.001, -0.004], [-0.025, 0.109, 0.016], [0.010, 0.031, 0.042], [0.021, 0.038, 0.009], [0.023, -0.031, 0.001], [0.059, -0.144, 0.019], [-0.031, 0.005, 0.009], [0.005, 0.009, -0.051], [-0.186, -0.057, -0.345], [0.101, 0.075, 0.045], [-0.002, 0.068, -0.011], [0.000, 0.018, 0.026], [-0.049, -0.038, -0.008], [-0.031, 0.004, 0.048], [0.069, -0.169, 0.005], [-0.034, -0.015, -0.007], [-0.004, -0.022, 0.022], [0.133, 0.027, -0.038], [0.015, 0.015, -0.082], [-0.111, -0.083, 0.014], [0.062, -0.031, -0.005], [0.045, 0.053, 0.019], [0.031, 0.070, -0.011], [0.011, 0.051, 0.014], [0.149, 0.135, 0.013], [-0.002, 0.024, -0.027], [0.085, 0.237, 0.043], [-0.034, 0.026, 0.013], [-0.022, -0.063, 0.006]], "e_homo_ev": -12.191, "total_charge": 1, "lumo_energy_ha": -0.1026}

***

{"formula": "H3PS5", "method": "ωB97M-V/def2-TZVPD", "elements": ["H", "S", "S", "S", "P", "S", "H", "H", "S"], "positions_angstrom": [[2.852, -0.413, -0.045], [-0.360, 1.156, -1.579], [0.714, -0.528, 1.257], [-2.028, 1.083, 1.334], [-1.056, -0.203, -0.040], [-2.093, -1.791, -0.510], [-0.904, 1.913, 1.362], [0.731, 0.359, -2.080], [2.144, -1.577, 0.302]], "forces_ev_per_angstrom": [[-0.435, -1.354, 0.119], [1.042, -1.326, -0.161], [-1.251, 0.310, 0.271], [1.304, 0.448, -0.569], [0.530, -0.756, 0.035], [0.693, 1.111, 0.135], [-1.040, -0.581, 0.079], [-1.601, 0.840, 0.878], [0.760, 1.309, -0.786]], "smiles": "S=P(S)(S)SS", "e_homo_ev": -9.073, "e_above_lowest_kj_mol": 0.0, "total_charge": 0, "lumo_energy_ha": -0.0128}

***

{"formula": "C16H20N8O", "method": "ωB97M-V/def2-TZVPD", "elements": ["C", "C", "H", "N", "C", "H", "N", "N", "H", "N", "C", "O", "N", "H", "H", "N", "C", "C", "H", "H", "C", "N", "H", "H", "N", "C", "C", "C", "H", "C", "H", "H", "H", "H", "C", "C", "C", "H", "H", "H", "H", "C", "H", "H", "C"], "positions_angstrom": [[-1.169, 3.959, -3.316], [3.980, -0.786, 3.227], [-1.019, -2.363, -2.232], [-0.787, -1.418, -2.507], [-0.920, 1.626, -0.632], [1.834, -1.755, 1.418], [-0.813, 1.042, 0.640], [-1.121, 1.581, -2.893], [4.116, 1.389, 3.057], [1.690, -1.658, 3.487], [-0.804, -0.499, -1.527], [-1.072, 5.281, -2.909], [-0.641, -1.056, -0.365], [-1.505, 3.037, -5.325], [-0.428, -2.848, 1.146], [-0.921, 0.845, -1.754], [-1.356, 3.936, -4.695], [3.475, 0.637, 3.506], [4.019, -0.994, 2.147], [1.632, 1.806, 3.162], [1.988, 0.774, 3.018], [-0.588, -0.864, 1.956], [-1.013, -0.455, 3.945], [-1.250, 5.666, -6.194], [-1.069, 2.872, -1.028], [-1.223, 5.317, -5.174], [1.351, -2.309, 2.195], [-0.674, -0.234, 0.712], [-1.000, 7.132, -4.060], [-0.174, -2.291, 2.040], [3.469, -2.812, 3.805], [3.112, -1.599, 5.039], [3.504, 0.848, 4.532], [-0.657, -2.800, 2.924], [1.141, -0.268, 3.710], [-0.316, -0.142, 3.186], [-1.082, 6.075, -4.068], [-0.567, 0.946, 3.055], [1.655, -3.333, 2.114], [4.985, -0.892, 3.588], [-1.035, -1.057, -3.400], [3.081, -1.798, 3.962], [1.123, -0.110, 4.789], [1.982, 0.600, 1.940], [-1.120, 2.782, -2.407]], "forces_ev_per_angstrom": [[-0.875, 0.552, -1.990], [-0.282, 0.196, 0.404], [0.143, 0.374, -0.155], [-0.256, 0.904, -1.180], [-0.027, -0.582, 1.558], [0.090, 0.255, -1.191], [-0.250, 3.424, -1.434], [0.685, -1.541, -0.438], [0.048, 0.073, -0.368], [-0.459, -0.627, 0.867], [0.291, -1.720, -0.347], [0.338, 0.090, -0.903], [-0.151, 0.550, 0.893], [0.206, 0.778, 0.697], [-0.305, 0.246, -0.137], [-0.192, -1.573, 0.665], [0.675, 0.176, 0.286], [-0.936, -0.377, -1.935], [-0.191, 0.049, 0.216], [-0.069, -0.375, 0.149], [1.790, 0.361, 0.198], [0.034, -0.423, -0.919], [-0.290, -0.600, 0.321], [-0.065, -0.040, 0.099], [0.388, 0.586, -0.057], [-0.400, -1.566, 0.902], [-0.773, 1.132, 1.601], [0.165, -1.505, 1.101], [0.138, 0.563, 0.934], [0.367, 0.536, 0.310], [-0.416, 0.042, -0.025], [-0.067, 0.021, -0.052], [0.039, 0.104, 1.766], [0.460, 0.776, -0.784], [-0.332, -1.046, -1.344], [-0.153, 1.314, 0.130], [-0.140, -1.933, 0.332], [0.430, -1.035, -0.176], [0.620, -0.587, 0.537], [0.720, -0.034, 0.199], [-0.207, -0.295, -0.833], [-0.357, 0.667, -1.152], [0.073, 0.050, 0.080], [-0.153, -0.021, -0.128], [-0.353, 2.059, 1.302]], "smiles": "Nc1nc(N2CCN3CCCC[C@H]3C2)nc2nc(-c3ccco3)nn12", "e_homo_ev": -7.950, "total_charge": 0, "lumo_energy_ha": 0.0219}

***

{"formula": "C13H19N", "method": "ωB97M-V/def2-TZVPD", "elements": ["N", "C", "H", "C", "C", "H", "C", "H", "C", "H", "H", "H", "H", "H", "H", "C", "H", "C", "H", "C", "H", "C", "C", "H", "H", "C", "C", "H", "H", "C", "H", "H", "H"], "positions_angstrom": [[0.351, 0.754, 2.844], [1.205, -1.458, -0.672], [2.837, 0.485, 1.616], [2.401, 1.516, -0.240], [-0.190, 1.835, 0.849], [-3.334, 0.592, 1.258], [2.091, 1.100, 1.080], [0.809, 0.972, 3.710], [0.318, -3.349, -1.781], [0.386, -3.466, -2.845], [1.358, -3.653, -1.520], [-2.893, 1.582, 0.007], [-1.014, -1.390, -2.852], [1.650, -1.897, 0.204], [-0.618, 2.818, -1.016], [-1.130, -1.272, -1.806], [-3.321, 2.392, 1.571], [-0.134, -2.124, -1.001], [-2.160, -1.552, -1.592], [-1.052, 0.900, 2.757], [1.039, -0.346, -0.354], [-1.414, 1.494, 1.619], [-2.819, 1.523, 1.134], [1.537, 2.913, -1.745], [-1.753, 0.585, 3.521], [0.845, 1.275, 1.610], [0.119, 2.458, -0.312], [-0.546, -2.404, 0.003], [-0.943, -0.176, -1.613], [1.412, 2.291, -0.857], [-0.297, -4.166, -1.438], [3.324, 1.262, -0.665], [1.935, -1.497, -1.474]], "forces_ev_per_angstrom": [[-0.815, 0.145, -1.127], [-1.068, 3.433, 0.903], [-0.477, 0.465, -0.204], [-2.299, 1.276, 2.051], [-1.245, -1.184, 2.502], [-0.389, -0.410, 0.919], [2.016, -0.715, -0.542], [0.275, -0.141, 0.061], [0.517, -2.277, 1.391], [-0.680, 1.077, -0.832], [-0.628, 0.219, 0.362], [0.403, 0.517, 1.048], [0.366, -0.271, -1.129], [0.237, -0.493, 0.312], [-0.238, 0.457, 0.355], [0.397, 1.189, 1.329], [-0.456, -0.345, -0.207], [1.176, 0.219, -0.454], [-0.067, 0.204, 0.191], [0.802, 0.313, 0.540], [0.263, -2.205, -0.902], [0.144, -0.054, -1.464], [-0.058, 1.008, -1.876], [0.531, -0.772, -0.165], [0.435, -0.209, 0.100], [0.123, 0.021, 1.033], [0.855, -0.655, -2.105], [-0.038, -0.008, -1.040], [-0.520, -0.997, 0.079], [-0.389, 0.865, -0.060], [-0.246, -0.755, -0.185], [1.124, -0.059, -0.609], [-0.051, 0.143, -0.275]], "smiles": "Cc1c[nH]c2ccccc12.CC(C)C", "e_homo_ev": -7.997, "e_above_lowest_kj_mol": 183.3, "total_charge": 0, "lumo_energy_ha": 0.0362}